[1]
{"formula": "C31H31Cl2N9O4PtS2", "method": "the ωB97M-V functional and the def2-TZVPD basis", "total_charge": 2, "lumo_ev": [-5.422, -7.040], "s_squared": 6.13, "orbital_gap_ev": [6.5, 5.9], "spin_multiplicity": 5, "symbols": ["Pt", "N", "C", "C", "C", "C", "C", "C", "N", "C", "C", "C", "S", "C", "N", "H", "H", "H", "H", "H", "H", "H", "N", "C", "C", "C", "C", "N", "C", "N", "N", "C", "O", "O", "H", "H", "H", "H", "H", "H", "H", "H", "H", "H", "H", "H", "H", "H", "S", "C", "N", "Cl", "C", "C", "C", "C", "C", "Cl", "C", "N", "C", "C", "C", "C", "C", "C", "C", "C", "O", "O", "H", "H", "H", "H", "H", "H", "H", "H", "H", "H"], "xyz": [[-0.164, -0.680, -1.862], [-0.548, -0.627, -5.918], [-1.401, 0.460, -5.774], [-2.103, 1.205, -6.715], [-2.897, 2.217, -6.223], [-2.994, 2.473, -4.844], [-2.296, 1.735, -3.915], [-1.476, 0.718, -4.402], [-0.666, -0.211, -3.762], [-0.156, -0.996, -4.694], [0.680, -2.098, -4.262], [1.280, -3.119, -4.920], [2.064, -4.147, -3.808], [1.559, -3.171, -2.521], [0.856, -2.136, -2.890], [-0.312, -1.085, -6.783], [-2.036, 0.997, -7.774], [-3.468, 2.824, -6.912], [-3.645, 3.267, -4.506], [-2.391, 1.912, -2.855], [1.287, -3.329, -5.977], [1.783, -3.385, -1.489], [0.542, -1.067, 0.001], [1.065, -0.640, 2.595], [1.116, -1.268, 3.951], [-0.012, -2.287, 4.225], [-1.406, -1.690, 4.417], [-2.026, -1.159, 3.199], [-2.358, -1.884, 2.122], [-2.565, -3.203, 2.247], [-2.497, -1.290, 0.950], [0.462, 0.625, 2.208], [0.521, 2.991, 1.660], [-0.563, 0.641, 1.543], [0.344, -2.670, 1.341], [2.037, -2.475, 2.046], [2.665, 0.792, 1.223], [1.058, -0.447, 4.672], [2.078, -1.752, 4.142], [0.248, -2.852, 5.122], [-0.052, -3.024, 3.417], [-1.370, -0.857, 5.119], [-2.068, -2.430, 4.872], [-1.902, -0.175, 3.009], [-2.723, -3.610, 3.153], [-2.854, -3.736, 1.444], [-2.017, -0.406, 0.811], [-2.620, -1.824, 0.090], [-3.069, -2.759, -4.213], [-2.373, -2.452, -2.817], [-1.852, -2.224, -1.767], [5.298, 3.111, 2.207], [4.508, 1.767, 1.477], [5.241, 0.919, 0.648], [4.954, -0.296, 0.013], [3.839, -1.183, -0.002], [2.736, -0.961, 0.740], [1.281, -1.676, 1.177], [3.156, 1.590, 1.759], [2.410, 2.242, 2.616], [0.965, 2.055, 2.635], [0.459, 2.299, 4.023], [-0.777, 2.768, 4.335], [-1.834, 3.168, 3.480], [-1.835, 3.275, 2.086], [-0.773, 3.113, 1.246], [-0.879, 3.106, -0.249], [-0.330, 1.819, -0.855], [-1.207, 0.867, -1.076], [0.853, 1.673, -1.131], [6.258, 1.255, 0.481], [5.785, -0.651, -0.585], [3.950, -2.055, -0.644], [2.754, 3.098, 3.041], [1.163, 2.080, 4.817], [-0.987, 2.853, 5.395], [-2.761, 3.424, 3.976], [-2.782, 3.489, 1.607], [-0.287, 3.927, -0.658], [-1.921, 3.232, -0.537]], "forces_ev_per_a": [[0.001, -0.091, 0.059], [-0.015, 0.033, -0.006], [0.022, -0.050, -0.010], [-0.013, 0.018, -0.003], [0.016, -0.007, 0.016], [-0.002, -0.001, -0.023], [0.005, 0.011, 0.029], [-0.072, -0.007, -0.031], [-0.003, 0.099, 0.028], [0.039, 0.019, 0.000], [0.004, 0.016, 0.012], [-0.003, -0.003, -0.006], [0.004, -0.014, 0.011], [-0.008, 0.053, 0.034], [0.002, -0.020, -0.007], [-0.011, -0.010, 0.001], [-0.002, 0.001, -0.001], [-0.001, 0.000, -0.002], [-0.002, 0.001, -0.004], [0.003, -0.009, -0.010], [0.004, 0.000, -0.001], [0.008, -0.026, -0.007], [0.338, -0.442, 0.092], [0.309, 0.307, 0.224], [0.078, 0.027, 0.029], [-0.018, 0.027, -0.029], [-0.109, -0.001, -0.030], [0.124, -0.063, -0.088], [-0.119, 0.061, 0.082], [0.147, -0.047, -0.047], [-0.039, -0.035, -0.153], [-0.157, 0.015, 0.157], [-0.025, -0.095, -0.089], [0.146, 0.183, -0.034], [-0.129, 0.195, 0.112], [0.121, -0.073, 0.017], [-0.021, 0.142, -0.084], [-0.062, -0.030, 0.035], [-0.011, -0.002, -0.079], [-0.030, 0.077, 0.039], [0.040, -0.059, 0.035], [0.000, -0.005, 0.025], [-0.009, -0.004, -0.023], [0.011, -0.015, 0.040], [-0.033, 0.002, -0.005], [-0.049, 0.016, 0.011], [-0.031, -0.019, 0.032], [-0.009, -0.035, 0.089], [0.028, -0.038, -0.061], [-0.072, -0.011, 0.023], [0.063, 0.138, 0.166], [0.061, 0.045, 0.026], [-0.097, -0.085, 0.049], [0.058, -0.015, 0.029], [-0.059, -0.074, -0.090], [0.080, 0.089, 0.032], [0.265, 0.315, 0.153], [-0.788, -0.358, -0.775], [0.076, 0.064, -0.272], [-0.074, -0.045, -0.086], [-0.067, -0.057, 0.154], [-0.019, 0.127, -0.025], [0.029, 0.011, 0.027], [-0.013, 0.024, 0.067], [0.005, -0.082, -0.081], [0.008, -0.127, 0.047], [-0.016, 0.084, -0.057], [0.002, -0.169, -0.006], [0.177, 0.087, 0.016], [-0.096, 0.088, -0.002], [-0.003, 0.012, 0.004], [-0.021, 0.014, -0.024], [-0.011, -0.032, 0.051], [0.060, -0.115, 0.200], [-0.018, -0.037, 0.005], [-0.010, -0.005, 0.004], [0.003, 0.007, 0.005], [0.001, -0.008, 0.000], [0.006, -0.017, -0.018], [0.003, 0.030, -0.002]], "mulliken_spin": [0.627, 0.005, -0.001, 0.000, -0.001, 0.001, 0.002, 0.009, -0.016, -0.024, 0.023, 0.006, 0.000, 0.003, 0.040, 0.000, 0.000, 0.000, 0.000, -0.003, 0.000, 0.000, 0.363, 0.315, 0.002, 0.030, -0.002, -0.004, -0.002, -0.001, -0.002, 0.092, 0.027, 0.157, -0.007, 0.001, 0.111, -0.030, 0.030, -0.005, 0.006, 0.002, 0.000, -0.009, 0.000, -0.001, -0.005, -0.003, 0.145, 0.005, 0.141, 0.025, 0.102, -0.017, 0.257, -0.168, 0.727, -0.173, 0.161, 0.178, -0.093, 0.289, -0.077, 0.386, -0.108, 0.319, 0.010, 0.013, 0.000, 0.039, 0.011, 0.009, 0.020, -0.002, 0.022, 0.001, 0.010, 0.001, 0.022, 0.006]}

***

[2]
{"formula": "C19H26N4O4S", "method": "the ωB97M-V functional and the def2-TZVPD basis", "total_charge": 0, "lumo_ev": -1.226, "smiles": "C[C@@H]1CCCC[C@H]1NC(=O)C1CCN(S(=O)(=O)c2cccc3nonc23)CC1", "orbital_gap_ev": 8.2, "symbols": ["C", "H", "H", "H", "C", "C", "C", "C", "C", "C", "N", "C", "O", "C", "C", "C", "N", "S", "O", "O", "C", "C", "C", "C", "C", "N", "O", "N", "C", "H", "H", "H", "C", "C", "H", "H", "H", "H", "H", "H", "H", "H", "H", "H", "H", "H", "H", "H", "H", "H", "H", "H", "H", "H"], "xyz": [[-4.687, -0.767, -1.484], [-5.464, -0.356, -0.846], [-4.972, -1.780, -1.758], [-4.637, -0.169, -2.390], [-3.330, -0.776, -0.783], [-3.336, -1.662, 0.469], [-4.136, -1.050, 1.615], [-3.601, 0.335, 1.964], [-3.643, 1.246, 0.741], [-2.872, 0.654, -0.443], [-1.447, 0.670, -0.176], [-0.563, 1.403, -0.877], [-0.862, 2.098, -1.825], [0.867, 1.282, -0.340], [1.033, 2.190, 0.883], [2.401, 1.940, 1.521], [3.434, 1.784, 0.517], [4.479, 0.523, 0.627], [4.684, 0.237, 2.012], [5.605, 0.822, -0.207], [3.718, -0.946, -0.107], [4.261, -1.492, -1.230], [3.768, -2.688, -1.814], [2.720, -3.375, -1.277], [2.127, -2.837, -0.118], [1.095, -3.226, 0.605], [0.957, -2.326, 1.572], [1.861, -1.348, 1.518], [2.628, -1.614, 0.478], [2.341, -4.290, -1.700], [4.255, -3.057, -2.703], [5.106, -0.987, -1.671], [3.140, 2.304, -0.796], [1.898, 1.647, -1.415], [1.428, 2.338, -2.119], [2.179, 0.748, -1.968], [4.026, 2.128, -1.405], [2.995, 3.384, -0.704], [2.390, 1.028, 2.121], [2.670, 2.776, 2.178], [0.941, 3.230, 0.566], [0.255, 1.992, 1.620], [1.016, 0.251, -0.011], [-1.129, 0.126, 0.610], [-3.005, 1.295, -1.321], [-4.680, 1.402, 0.441], [-3.218, 2.223, 0.983], [-4.199, 0.774, 2.765], [-2.577, 0.247, 2.334], [-5.188, -0.972, 1.334], [-4.076, -1.702, 2.488], [-3.751, -2.639, 0.211], [-2.309, -1.828, 0.803], [-2.599, -1.190, -1.488]], "forces_ev_per_a": [[0.244, -0.004, 0.108], [-0.172, 0.044, 0.038], [-0.086, -0.090, -0.036], [-0.053, 0.067, -0.107], [-0.006, -0.002, -0.092], [-0.158, 0.078, -0.088], [0.252, -0.040, 0.095], [-0.315, 0.022, -0.131], [0.160, -0.030, 0.010], [-0.160, 0.110, -0.256], [-0.397, -0.326, 0.344], [0.623, -0.294, 0.256], [-0.112, 0.311, -0.313], [-0.156, 0.248, -0.217], [0.193, -0.228, -0.074], [-0.300, 0.111, 0.722], [0.813, -1.003, 0.106], [0.115, 0.242, -0.018], [-0.360, -0.074, 0.031], [-0.199, -0.050, -0.243], [0.878, 0.773, -0.111], [0.050, 0.577, 0.450], [-0.513, -0.600, 0.018], [0.323, -0.107, -0.456], [-0.102, 1.160, 1.114], [0.136, -0.724, -0.812], [-0.187, -0.008, 0.178], [0.810, 0.635, -0.047], [-1.251, -1.239, 0.258], [0.009, -0.101, -0.126], [0.016, -0.055, -0.068], [0.097, 0.020, -0.060], [-0.041, 0.069, -0.729], [-0.018, 0.084, 0.052], [0.048, -0.070, -0.007], [-0.004, 0.045, -0.044], [-0.112, 0.245, -0.105], [0.088, -0.063, -0.007], [-0.176, 0.212, 0.085], [-0.056, -0.127, -0.002], [-0.070, 0.065, 0.024], [0.019, 0.072, 0.038], [-0.078, 0.114, -0.039], [0.208, 0.054, -0.080], [0.008, -0.124, 0.130], [-0.089, 0.049, 0.010], [-0.056, 0.045, -0.075], [0.105, 0.017, 0.062], [0.077, 0.009, 0.101], [-0.098, -0.013, 0.037], [-0.097, -0.023, -0.004], [0.101, -0.073, -0.014], [0.078, -0.090, 0.039], [-0.030, 0.082, 0.053]], "mulliken_charge": [-1.729, 0.334, 0.419, 0.418, 0.484, -0.603, -0.732, -0.565, -1.113, -0.818, 0.073, 0.031, -0.738, 2.343, -0.847, -0.844, 0.172, 1.293, -0.697, -0.750, -0.105, -0.101, -0.712, -0.724, 0.849, -0.574, -0.077, -0.419, 0.380, 0.449, 0.418, 0.544, -1.106, -0.844, 0.525, 0.234, 0.460, 0.386, 0.477, 0.278, 0.349, 0.274, -1.081, 0.272, 0.655, 0.409, 0.413, 0.385, 0.253, 0.319, 0.390, 0.400, 0.137, 0.356]}

***

[3]
{"formula": "C3H8N2OS", "method": "the ωB97M-V functional and the def2-TZVPD basis", "total_charge": 0, "lumo_ev": 0.567, "smiles": "CCN(S)C(N)=O", "orbital_gap_ev": 10.3, "symbols": ["C", "C", "C", "H", "H", "H", "H", "H", "H", "H", "H", "N", "N", "O", "S"], "xyz": [[0.313, 1.355, 1.034], [-0.194, -0.016, 0.975], [0.115, -1.179, -1.115], [-0.659, 1.970, 0.896], [1.017, 1.704, 0.238], [0.781, 1.899, 1.961], [-1.112, -0.098, 1.651], [0.486, -0.960, 1.260], [-3.153, -0.622, -0.848], [2.187, -1.251, -1.345], [1.741, 0.266, -0.693], [-0.659, -0.455, -0.328], [1.468, -0.946, -0.686], [-0.203, -1.967, -2.033], [-2.128, 0.299, -0.967]], "forces_ev_per_a": [[-0.128, 4.702, 0.465], [-0.449, -4.340, 2.501], [2.390, -2.242, -3.141], [1.644, -0.502, -0.086], [-0.645, -0.611, 0.294], [-0.939, -2.003, -1.126], [1.252, 0.141, -0.718], [-1.098, 2.725, -0.014], [1.050, 0.119, 0.226], [-0.723, -0.638, 0.045], [-1.486, -4.862, 0.298], [-3.989, 1.904, 0.166], [2.031, 4.199, -1.436], [0.550, 2.126, 2.306], [0.539, -0.716, 0.221]], "mulliken_charge": [-0.802, -0.473, 0.547, 0.256, 0.234, 0.266, 0.252, 0.414, 0.154, 0.319, 0.215, -0.007, -0.597, -0.620, -0.158]}

***

[4]
{"formula": "C12H35N4SbSe4SiV", "method": "the ωB97M-V functional and the def2-TZVPD basis", "total_charge": -2, "lumo_ev": [4.311, 4.280], "s_squared": 3.76, "orbital_gap_ev": [5.6, 5.5], "spin_multiplicity": 4, "symbols": ["V", "N", "C", "C", "C", "C", "N", "H", "H", "H", "H", "H", "H", "H", "H", "H", "H", "H", "H", "N", "C", "C", "C", "C", "N", "H", "H", "H", "H", "H", "H", "H", "H", "H", "H", "H", "H", "Se", "Sb", "Se", "Se", "Se", "C", "Si", "C", "C", "C", "H", "H", "H", "H", "H", "H", "H", "H", "H", "H", "H"], "xyz": [[0.545, -0.832, -0.225], [1.091, 0.361, 1.589], [0.879, 0.051, 3.016], [1.503, -1.278, 3.431], [0.614, -2.520, 3.291], [0.658, -3.255, 1.960], [-0.142, -2.609, 0.907], [2.088, 0.449, 1.403], [0.656, 1.253, 1.365], [-0.198, 0.036, 3.197], [1.308, 0.852, 3.627], [1.759, -1.180, 4.491], [2.450, -1.433, 2.900], [-0.419, -2.241, 3.531], [0.922, -3.238, 4.057], [0.302, -4.279, 2.113], [1.680, -3.326, 1.585], [-1.093, -2.454, 1.238], [-0.213, -3.275, 0.131], [1.164, 1.058, -1.306], [1.033, 1.279, -2.765], [0.222, 2.518, -3.142], [-1.308, 2.393, -3.073], [-1.956, 2.714, -1.730], [-1.548, 1.777, -0.688], [0.616, 1.752, -0.804], [2.144, 1.094, -1.046], [0.584, 0.394, -3.216], [2.034, 1.360, -3.190], [0.490, 2.754, -4.176], [0.547, 3.376, -2.538], [-1.595, 1.381, -3.379], [-1.743, 3.078, -3.809], [-3.046, 2.735, -1.869], [-1.663, 3.727, -1.428], [-1.643, 0.829, -1.055], [-2.146, 1.807, 0.139], [2.492, -2.219, -4.519], [1.580, -2.749, -2.303], [-0.781, -1.790, -2.260], [3.063, -1.615, -0.553], [1.316, -5.055, -1.476], [-3.443, 3.505, 2.082], [-2.895, 1.919, 3.046], [-1.414, 2.589, 4.050], [-4.330, 1.694, 4.280], [-2.527, 0.413, 2.179], [-3.695, 4.344, 2.742], [-4.324, 3.283, 1.470], [-2.653, 3.843, 1.403], [-1.672, 3.516, 4.572], [-0.566, 2.808, 3.392], [-1.078, 1.858, 4.790], [-4.616, 2.627, 4.775], [-4.053, 0.961, 5.042], [-5.210, 1.306, 3.757], [-3.350, -0.136, 1.717], [-1.610, 0.341, 1.591]], "forces_ev_per_a": [[0.069, 0.134, 0.252], [-0.009, -0.019, -0.202], [0.010, -0.011, 0.021], [0.011, 0.026, 0.049], [0.000, 0.048, 0.008], [-0.017, -0.041, -0.009], [0.028, 0.028, -0.011], [0.004, -0.002, -0.007], [-0.019, 0.054, 0.161], [0.008, 0.007, -0.020], [-0.013, 0.014, 0.008], [0.010, 0.014, -0.003], [-0.014, -0.013, -0.027], [-0.007, -0.030, -0.017], [0.025, -0.009, -0.013], [-0.007, 0.006, -0.012], [0.006, -0.009, 0.013], [-0.010, 0.025, 0.001], [-0.028, 0.019, -0.005], [-0.027, -0.099, 0.117], [0.006, -0.041, -0.054], [-0.006, 0.021, 0.012], [0.022, -0.008, 0.017], [0.015, 0.020, 0.008], [-0.007, -0.004, -0.062], [0.001, 0.074, -0.045], [-0.006, 0.022, 0.014], [-0.009, 0.032, -0.015], [0.014, 0.005, 0.028], [-0.015, -0.005, -0.002], [0.015, 0.006, -0.012], [0.013, -0.005, 0.011], [-0.016, -0.006, -0.006], [-0.004, -0.016, -0.014], [-0.007, 0.002, 0.029], [-0.036, 0.000, 0.034], [0.026, -0.008, -0.038], [-0.092, -0.130, 0.270], [0.430, -0.474, -0.473], [0.104, 0.099, 0.189], [-0.487, 0.044, -0.097], [0.017, 0.275, -0.126], [0.018, -0.100, 0.036], [-0.045, 0.200, 0.082], [-0.045, -0.063, -0.048], [0.054, -0.056, -0.053], [-0.001, 0.050, -0.008], [0.016, -0.012, 0.016], [0.005, 0.005, -0.008], [0.000, -0.007, -0.002], [-0.015, 0.005, -0.011], [0.003, -0.001, 0.003], [0.002, 0.005, -0.001], [0.020, 0.020, -0.012], [-0.015, 0.006, 0.005], [0.000, 0.001, 0.005], [0.008, -0.025, 0.006], [-0.003, -0.072, 0.014]], "mulliken_spin": [2.930, -0.019, 0.014, 0.014, 0.004, 0.020, -0.020, 0.015, 0.017, -0.011, 0.000, 0.001, -0.004, -0.002, -0.001, 0.002, -0.007, 0.018, -0.002, -0.022, 0.019, -0.003, 0.002, -0.003, 0.006, 0.000, 0.011, -0.004, 0.000, 0.000, 0.000, 0.001, 0.000, 0.000, 0.000, -0.006, 0.002, 0.003, -0.022, 0.020, 0.023, -0.002, 0.000, 0.000, 0.000, 0.000, -0.061, 0.000, 0.000, 0.000, 0.000, 0.000, 0.000, 0.000, 0.000, 0.000, -0.001, 0.068]}

***

[5]
{"formula": "C5H8S", "method": "the ωB97M-V functional and the def2-TZVPD basis", "total_charge": 0, "lumo_ev": 0.757, "smiles": "CC1=C[C@@]1(C)S", "orbital_gap_ev": 9.4, "symbols": ["C", "C", "C", "C", "C", "S", "H", "H", "H", "H", "H", "H", "H", "H"], "xyz": [[-1.071, -0.995, 0.461], [-0.845, 0.033, -0.360], [0.327, -0.592, 0.283], [-1.311, 0.948, -1.379], [1.255, 0.181, 1.600], [1.482, -1.728, -0.573], [-1.604, -1.539, 1.118], [-0.656, 1.193, -2.192], [-1.656, 1.947, -1.165], [-2.110, 0.462, -1.848], [2.091, 0.690, 1.218], [1.682, -0.534, 2.356], [0.616, 0.739, 2.121], [1.800, -0.804, -1.640]], "forces_ev_per_a": [[2.049, 3.817, -2.537], [0.380, -2.084, 1.906], [2.836, 0.963, 2.632], [-0.091, 0.923, -0.753], [0.007, -4.705, -2.743], [0.194, 1.592, -1.810], [-2.033, -1.818, 1.601], [1.179, -0.489, -0.272], [-0.255, 0.207, 1.177], [-1.533, -0.617, -0.759], [0.799, 0.905, -0.762], [-0.571, 0.004, -1.065], [-2.603, 2.741, 1.859], [-0.358, -1.440, 1.527]], "mulliken_charge": [-0.670, 0.296, 0.352, -1.142, -1.247, -0.278, 0.462, 0.344, 0.299, 0.351, 0.354, 0.324, 0.438, 0.118]}

***

Number 1: calculated total energy -3828.63391 hartree. Number 2: calculated total energy -1657.71843 hartree. Number 3: calculated total energy -701.97233 hartree. Number 4: calculated total energy -11776.89256 hartree. Number 5: calculated total energy -593.35649 hartree.